No. 1
An isolated ion of composition C4H8NO and charge +1 at a distorted geometry, computed with ωB97M-V with the def2-TZVPD basis set.

```
14
Properties=species:S:1:pos:R:3:forces:R:3
C 0.559723 1.136175 0.866254 4.10 4.75 0.74
C -0.330409 0.171556 1.472784 -0.87 -1.80 1.67
C -0.921924 0.484348 -0.947771 -1.59 -1.96 -0.49
C 0.875329 -1.048515 -0.483328 0.79 -0.99 1.22
N 0.095011 0.143124 -0.017907 -0.28 -3.34 -0.12
O 1.350849 2.072245 0.778661 -3.34 -3.69 0.60
H 0.161591 -0.711629 2.103470 -0.99 2.12 -1.43
H -1.477905 0.288567 1.676140 2.39 0.13 -0.50
H -1.803361 -0.130563 -0.807775 -0.18 -0.23 0.44
H -1.206141 1.457727 -0.857424 -0.59 2.84 -0.10
H -0.586328 0.185470 -1.891585 0.60 0.37 -1.66
H 1.722833 -1.171092 0.228321 -0.74 -0.34 -0.50
H 0.276487 -1.986846 -0.676239 0.09 1.19 1.11
H 1.284246 -0.890567 -1.443600 0.60 0.94 -1.00
```
Positions in Å, forces in eV/Å.

Output
- multiplicity = 1
- net charge = +1
- F_max (eV Å⁻¹) = 6.32
- energy relative to the best compared isomer or geometry (same formula, charge and spin) (kcal/mol) = 67.0
- SMILES string = C[N+]1(C)CC1=O
- HOMO energy (eV) = -16.26
- HOMO-LUMO gap (eV) = 11.20

No. 2
An isolated ion of composition C4H8NO and charge +1 at a distorted geometry, computed with ωB97M-V with the def2-TZVPD basis set.

```
14
Properties=species:S:1:pos:R:3:forces:R:3
C 0.958771 0.048816 -0.009616 -0.48 -2.67 -0.99
C -0.079404 1.098763 0.074056 -0.69 3.67 -1.56
C -0.148127 -1.038093 0.189033 1.14 0.91 1.45
C -1.343801 0.083144 0.317619 4.44 -0.55 -0.55
N 2.237526 -0.094706 -0.347095 -1.84 1.59 0.24
O -2.334420 -0.042455 -0.569786 -1.19 -0.11 -1.81
H -0.156590 2.041418 -0.672144 0.25 -2.53 0.94
H 0.196165 1.736059 0.942527 -0.42 -0.64 0.26
H -0.100484 -1.608124 -0.698101 -0.69 0.04 -2.08
H 0.071661 -1.918490 0.783041 -0.19 0.30 1.39
H -1.785663 0.324426 1.226046 0.05 -0.17 2.30
H 2.761116 0.637057 -0.799844 -0.30 0.93 0.21
H 2.872412 -0.868892 -0.273883 -0.78 -1.18 0.42
H -3.149157 -0.398921 -0.161849 0.70 0.40 -0.22
```
Positions in Å, forces in eV/Å.

Output
- multiplicity = 1
- net charge = +1
- F_max (eV Å⁻¹) = 4.51
- energy relative to the best compared isomer or geometry (same formula, charge and spin) (kcal/mol) = 49.5
- SMILES string = [NH2+]=C1CC(O)C1
- HOMO energy (eV) = -14.68
- HOMO-LUMO gap (eV) = 9.86

No. 3
An isolated ion of composition C4H8NO and charge +1 at a distorted geometry, computed with ωB97M-V with the def2-TZVPD basis set.

```
14
Properties=species:S:1:pos:R:3:forces:R:3
C 0.606067 0.811073 -0.382116 1.98 -0.23 -0.34
C 1.170109 1.471500 -1.361607 0.19 -1.55 -1.91
C 0.375658 -0.405677 0.365158 -0.98 -1.13 -1.63
C -0.779127 -1.287506 -0.089023 0.56 2.02 1.79
N -0.154050 0.988001 0.805515 2.18 0.85 2.45
O 1.287987 -0.973591 1.172072 0.81 1.32 -0.40
H 1.164201 2.561334 -1.591541 -0.09 -1.14 0.34
H 1.549466 0.667732 -2.124928 -0.11 2.17 1.25
H -1.281232 -1.486423 0.828249 -0.95 -0.67 0.52
H -0.402148 -2.136801 -0.508185 1.10 -2.49 -0.99
H -1.418968 -0.857908 -0.813689 -0.66 0.79 -0.56
H 0.395000 1.378795 1.655123 -1.93 -0.40 -1.58
H -1.105675 1.078509 0.560701 -1.58 0.88 0.95
H 1.023586 -1.802037 1.566953 -0.52 -0.42 0.10
```
Positions in Å, forces in eV/Å.

Output
- multiplicity = 1
- net charge = +1
- F_max (eV Å⁻¹) = 3.39
- energy relative to the best compared isomer or geometry (same formula, charge and spin) (kcal/mol) = 53.4
- SMILES string = C=C1[NH2+][C@]1(C)O
- HOMO energy (eV) = -15.51
- HOMO-LUMO gap (eV) = 12.07

No. 4
An isolated ion of composition C4H8NO and charge +1 at a distorted geometry, computed with ωB97M-V with the def2-TZVPD basis set.

```
14
Properties=species:S:1:pos:R:3:forces:R:3
C 0.190137 -1.101704 -0.615372 -1.55 -0.07 -0.43
C 0.183191 -1.072647 1.908224 0.70 -0.76 -1.81
C -1.151084 -0.341979 -0.450126 5.74 2.04 0.72
C -0.086964 1.839704 -0.737086 0.90 0.40 -1.02
N -0.356321 -0.981757 0.741051 2.77 0.23 1.57
O -1.164990 0.988112 -0.483973 -3.10 -1.00 -0.17
H 1.022059 -0.463591 -0.959666 -0.18 -0.69 0.90
H 0.135990 -2.116480 -1.023544 0.07 0.43 0.00
H -0.145438 -0.686846 2.801844 -2.34 1.31 1.53
H 1.108715 -1.572333 2.240881 0.14 -0.21 -1.71
H -1.939934 -0.951903 -0.516131 -3.72 -1.19 -0.69
H -0.314620 2.680444 -1.426854 -0.91 -0.16 1.23
H 0.598568 1.372662 -1.404079 1.14 -0.81 -0.05
H 0.337322 2.107419 0.219841 0.34 0.48 -0.08
```
Positions in Å, forces in eV/Å.

Output
- multiplicity = 1
- net charge = +1
- F_max (eV Å⁻¹) = 6.13
- energy relative to the best compared isomer or geometry (same formula, charge and spin) (kcal/mol) = 83.5
- SMILES string = C=[N+]1C[C@@H]1OC
- HOMO energy (eV) = -15.58
- HOMO-LUMO gap (eV) = 10.44

No. 5
An isolated ion of composition C4H8NO and charge +1 at a distorted geometry, computed with ωB97M-V with the def2-TZVPD basis set.

```
14
Properties=species:S:1:pos:R:3:forces:R:3
C 0.953197 -1.852835 1.709286 1.56 0.86 0.38
C 0.504459 -1.598117 0.457057 -1.82 -2.81 0.30
C 0.685973 0.049908 0.145788 1.25 1.94 -0.45
C -1.113494 1.921478 -0.650589 -1.99 -2.35 1.05
N -0.169283 0.778755 -1.001960 -0.48 -1.50 0.15
O 1.361345 -0.938991 -0.494421 -0.99 0.84 0.55
H 0.467843 -2.375366 2.489643 -1.08 -0.85 0.10
H 1.880288 -1.408179 2.128994 -0.53 -0.07 -0.88
H -0.424795 -2.161116 0.064131 1.65 1.25 0.40
H -0.539907 2.630621 -0.065711 -0.29 0.14 0.01
H -1.453603 2.240517 -1.606898 -0.02 0.97 -0.62
H -2.134369 1.543345 -0.140607 2.80 0.66 -0.69
H 0.607720 1.211433 -1.539128 -0.61 -0.71 -0.18
H -0.625374 -0.041453 -1.495585 0.54 1.63 -0.13
```
Positions in Å, forces in eV/Å.

Output
- multiplicity = 1
- net charge = +1
- F_max (eV Å⁻¹) = 3.37
- energy relative to the best compared isomer or geometry (same formula, charge and spin) (kcal/mol) = 128.4
- HOMO energy (spin up / spin down) (eV) = -13.23 / -13.54
- HOMO-LUMO gap (spin up / spin down) (eV) = 7.43 / 7.94

No. 6
An isolated ion of composition C4H8NO and charge +1 at a distorted geometry, computed with ωB97M-V with the def2-TZVPD basis set.

```
14
Properties=species:S:1:pos:R:3:forces:R:3
C 0.172191 0.879112 1.527890 -1.48 1.90 2.71
C 0.498966 1.539932 0.234743 1.84 2.23 -0.72
C -0.729495 -1.485816 -0.879629 2.73 -2.01 -2.52
C 0.346572 -1.262309 0.185832 -2.24 2.18 -3.20
N 0.300839 0.113718 0.577338 0.21 0.31 -1.08
O -0.450753 2.219176 -0.560748 0.33 -2.41 1.69
H -0.135367 0.883158 2.630545 0.59 -0.13 -1.75
H 1.624988 1.850338 0.155344 -2.32 -0.50 -0.31
H -1.690135 -1.242028 -0.623454 -2.47 -0.28 1.51
H -0.683816 -0.907216 -1.793278 1.10 0.98 -0.01
H -0.571890 -2.485480 -1.403541 -0.69 0.76 1.45
H 1.320562 -1.381095 -0.105352 2.41 -0.69 -1.37
H 0.223517 -1.778487 1.028014 -0.88 -2.37 3.38
H -0.226177 3.056995 -0.973705 0.87 0.03 0.22
```
Positions in Å, forces in eV/Å.

Output
- multiplicity = 1
- net charge = +1
- F_max (eV Å⁻¹) = 4.47
- energy relative to the best compared isomer or geometry (same formula, charge and spin) (kcal/mol) = 75.9
- SMILES string = CC[N+]1=C[C@@H]1O
- HOMO energy (eV) = -15.81
- HOMO-LUMO gap (eV) = 11.11

No. 7
A 2-piece molecular cluster, C4H8NO overall at a distorted geometry, computed with ωB97M-V with the def2-TZVPD basis set.

```
14
Properties=species:S:1:pos:R:3:forces:R:3
C 2.201928 0.925165 0.633791 0.38 1.77 0.11
C 2.415008 -0.304605 0.277527 -1.71 -0.52 -1.37
C 1.024830 0.236928 0.126021 4.09 0.99 0.48
C -1.321943 -0.260640 -0.220440 -1.41 2.39 -2.17
N -0.163458 -0.146190 0.739298 -3.89 -0.69 1.50
O -2.436707 -0.736327 0.339036 -0.93 -3.06 3.31
H 2.767693 1.868100 0.845178 -1.01 -0.95 0.01
H 3.041044 -1.036890 -0.194347 0.32 -0.25 0.46
H 0.728907 1.042881 -2.234099 0.02 0.20 -0.54
H -1.675406 0.696961 -0.705004 1.17 -0.40 1.00
H -1.054001 -0.849857 -1.028029 1.43 -1.37 -1.51
H -0.652354 0.358822 1.540424 1.52 -0.14 -0.61
H -0.128943 -1.129276 0.991802 0.55 -0.32 0.79
H -2.309223 -1.664296 0.787946 -0.52 2.34 -1.47
```
Positions in Å, forces in eV/Å.

Output
- multiplicity = 3
- net charge = +1
- F_max (eV Å⁻¹) = 4.60
- energy relative to the best compared isomer or geometry (same formula, charge and spin) (kcal/mol) = 92.5
- HOMO energy (spin up / spin down) (eV) = -12.59 / -16.08
- HOMO-LUMO gap (spin up / spin down) (eV) = 9.04 / 10.56

No. 8
An isolated ion of composition C4H8NO2 and charge -1 at a distorted geometry, computed with ωB97M-V with the def2-TZVPD basis set.

```
15
Properties=species:S:1:pos:R:3:forces:R:3
C -1.813167 -1.095799 0.213471 -1.90 -1.12 -1.06
O -1.139672 -1.967578 -0.703225 0.07 0.70 0.33
C -0.989088 -0.134622 1.006924 0.85 0.39 0.00
C -0.285196 0.964881 0.167761 -0.49 -0.12 -0.44
C 1.212681 0.835076 -0.225631 -0.37 1.30 1.71
N 1.747032 -0.347482 -0.371762 -0.16 0.09 -0.63
O 1.769876 1.982869 -0.136118 0.28 -0.75 -0.84
H -2.522404 -1.779839 0.720535 0.91 0.12 0.86
H -2.598588 -0.547879 -0.327475 0.35 0.62 -0.47
H -0.216899 -0.657911 1.563852 0.10 -0.20 0.16
H -1.624554 0.388902 1.727160 -0.20 -0.23 0.01
H -0.287058 1.908489 0.706764 -0.07 -0.07 0.29
H -0.898610 1.202567 -0.719276 0.17 -0.27 -0.03
H 2.732159 -0.128401 -0.547806 0.00 -0.36 0.02
H -0.412715 -1.451105 -1.078118 0.46 -0.11 0.09
```
Positions in Å, forces in eV/Å.

Output
- multiplicity = 1
- net charge = -1
- F_max (eV Å⁻¹) = 2.45
- energy relative to the best compared isomer or geometry (same formula, charge and spin) (kcal/mol) = 31.5
- SMILES string = [H]/N=C(\[O-])CCCO
- HOMO energy (eV) = -3.59
- HOMO-LUMO gap (eV) = 7.57

No. 9
An isolated ion of composition C4H8NO2 and charge -1 at a distorted geometry, computed with ωB97M-V with the def2-TZVPD basis set.

```
15
Properties=species:S:1:pos:R:3:forces:R:3
O -0.272415 0.538966 -2.709460 -0.11 0.00 0.00
C 0.261320 -0.247483 -1.967965 0.59 -0.27 0.24
C -0.027235 -0.446507 -0.487858 -0.41 -0.59 -0.95
C 0.407838 0.764294 0.303952 -0.66 0.83 1.01
C -0.743879 1.056660 1.377294 0.14 -1.63 -1.36
O -0.940223 -0.047106 2.117316 0.15 0.43 0.56
N 0.569880 -1.709755 -0.053913 0.40 -0.11 -0.03
H 1.075583 -0.926098 -2.325182 -0.11 0.09 -0.16
H -1.119562 -0.573166 -0.452239 0.05 0.38 0.30
H 0.590079 1.634757 -0.339610 0.02 -0.05 0.00
H 1.297403 0.548538 0.904712 0.16 -0.06 -0.24
H -0.496098 2.015497 1.873767 -0.02 0.11 0.26
H -1.615215 1.204478 0.684320 -0.11 0.75 0.20
H -0.140608 -2.315506 0.332859 -0.16 0.15 0.01
H 1.153131 -1.497569 0.742006 0.06 -0.04 0.14
```
Positions in Å, forces in eV/Å.

Output
- multiplicity = 1
- net charge = -1
- F_max (eV Å⁻¹) = 2.13
- energy relative to the best compared isomer or geometry (same formula, charge and spin) (kcal/mol) = 63.6
- SMILES string = N[C@H](C=O)CC[O-]
- HOMO energy (eV) = -2.57
- HOMO-LUMO gap (eV) = 6.62

No. 10
An isolated ion of composition C4H8NO2 and charge +1 at a distorted geometry, computed with ωB97M-V with the def2-TZVPD basis set.

```
15
Properties=species:S:1:pos:R:3:forces:R:3
C -1.130527 1.092211 -0.212329 -0.45 -0.26 1.32
C 0.138600 1.387521 0.123404 -2.19 -3.46 -1.56
C -1.455317 -0.444853 -0.107205 -2.89 2.94 -1.99
C 0.966544 0.098982 0.057017 0.20 0.83 0.85
N -0.182191 -1.068109 0.120797 0.87 -1.79 0.94
O 1.520668 0.003849 -1.175492 1.31 -0.90 -0.50
O 1.858302 -0.169891 1.038543 0.77 -0.52 -0.43
H -1.975881 1.827180 -0.348282 1.18 -0.95 -0.07
H 0.569779 2.286396 -0.133887 1.17 1.95 0.21
H -2.323450 -0.486040 0.638072 1.74 -0.85 -0.54
H -1.860615 -0.793008 -1.084575 0.11 0.28 0.71
H -0.286064 -1.568920 1.040807 1.01 0.50 -1.01
H 0.148220 -1.758895 -0.623349 -0.97 1.00 1.22
H 2.395708 -0.494587 -1.263967 -1.54 0.86 0.77
H 1.616224 0.088163 1.930442 -0.34 0.38 0.08
```
Positions in Å, forces in eV/Å.

Output
- multiplicity = 1
- net charge = +1
- F_max (eV Å⁻¹) = 4.58
- energy relative to the best compared isomer or geometry (same formula, charge and spin) (kcal/mol) = 36.0
- SMILES string = OC1(O)C=CC[NH2+]1
- HOMO energy (eV) = -14.83
- HOMO-LUMO gap (eV) = 11.34